Record 1
ORCA calculation (the ωB97M-V functional and the def2-TZVPD basis) on a structure of composition C21H17AsBrKN3O7SSe2 at a distorted geometry.

Output
HOMO level   -4.480 eV
Charge   -1
DFT total energy   -329590.318 eV
Relative energy (zero: lowest compared OMol25 entry of this formula, charge and spin)   2.543 eV
Multiplicity   1
M   807.3 g mol⁻¹
Frontier orbital gap   6.711 eV

Atoms and positions in Å:
K -0.830 0.068 0.328
Se 3.532 -0.470 2.751
Se 1.787 -0.237 4.241
C 0.711 -1.795 3.810
C -0.413 -1.960 4.616
C -1.213 -3.054 4.381
C -0.866 -3.932 3.360
C 0.270 -3.661 2.624
N 1.063 -2.609 2.849
C 3.129 0.929 1.479
C 4.253 1.515 0.898
C 4.056 2.498 -0.052
C 2.762 2.879 -0.359
C 1.710 2.245 0.283
N 1.887 1.261 1.172
H -0.672 -1.232 5.374
H -2.113 -3.207 4.962
H -1.474 -4.796 3.127
H 0.573 -4.311 1.810
H 5.248 1.213 1.198
H 4.903 2.975 -0.530
H 2.556 3.659 -1.079
H 0.686 2.525 0.072
O -1.587 3.478 0.984
As -2.557 1.351 2.631
O -1.966 -0.187 2.275
O -1.159 2.350 1.769
C -3.926 1.809 1.243
C -4.727 2.870 1.660
C -5.700 3.438 0.850
C -5.887 2.924 -0.422
C -5.119 1.856 -0.860
C -4.145 1.291 -0.040
S -2.440 0.740 -1.959
O -1.536 1.758 -1.364
O -3.389 0.243 -0.496
O -1.714 -0.514 -2.185
H -1.769 3.053 0.126
H -4.567 3.279 2.655
H -6.296 4.271 1.203
H -6.639 3.344 -1.080
H -5.287 1.439 -1.845
O -1.608 -4.084 -3.903
C -1.167 -3.572 -2.722
C -1.917 -3.635 -1.555
C -1.383 -3.069 -0.417
N -0.184 -2.480 -0.379
C 0.479 -2.426 -1.510
Br 2.154 -1.488 -1.427
C 0.074 -2.964 -2.715
H -2.527 -4.347 -3.803
H -2.903 -4.082 -1.541
H -1.930 -3.074 0.519
H 0.659 -2.869 -3.615

Atomic partial charges in e from the Mulliken method, atoms 1 to 4: number 1, K, carries 1.15; number 2, Se, carries -0.09; number 3, Se, carries -0.08; number 4, C, carries 0.64

Record 2
ORCA calculation (the ωB97M-V functional and the def2-TZVPD basis) on a cluster of 2 separate species, C21H17Cl2N2 in total at a distorted geometry.

Output
HOMO level   -11.110 eV
Charge   +1
DFT total energy   -50071.175 eV
Relative energy (zero: lowest compared OMol25 entry of this formula, charge and spin)   0.434 eV
Multiplicity   1
M   368.3 g mol⁻¹
Frontier orbital gap   5.655 eV

Atoms and positions in Å:
Cl -0.811 5.662 1.584
C -1.194 4.215 0.764
C -1.201 4.182 -0.642
C -1.561 3.016 -1.298
C -1.972 1.841 -0.591
C -2.403 0.726 -1.365
C -2.442 -0.654 -1.031
C -2.567 -1.583 -2.114
C -2.754 -2.938 -1.901
C -2.824 -3.430 -0.586
Cl -3.163 -5.081 -0.308
C -2.648 -2.562 0.501
C -2.396 -1.211 0.284
C -1.935 1.909 0.834
C -1.545 3.071 1.495
H -0.932 5.078 -1.194
H -1.534 2.981 -2.389
H -2.613 0.947 -2.409
H -2.516 -1.196 -3.133
H -2.868 -3.627 -2.734
H -2.714 -2.956 1.513
H -2.173 -0.590 1.143
H -2.252 1.064 1.433
H -1.530 3.108 2.581
C -7.354 2.906 -4.473
N -6.560 2.139 -3.526
C -5.197 2.091 -3.415
N -4.823 1.259 -2.431
C -5.982 0.744 -1.869
C -7.092 1.293 -2.552
C -8.410 0.994 -2.263
C -8.634 0.088 -1.216
C -7.555 -0.477 -0.515
C -6.224 -0.162 -0.830
H -8.410 2.701 -4.279
H -7.169 3.981 -4.354
H -7.115 2.617 -5.504
H -4.555 2.674 -4.071
H -9.215 1.455 -2.838
H -9.655 -0.180 -0.942
H -7.765 -1.179 0.293
H -5.371 -0.590 -0.306

Atomic partial charges in e from the Mulliken method, atoms 1 to 4: number 1, Cl, carries -0.14; number 2, C, carries 0.50; number 3, C, carries -0.79; number 4, C, carries -0.27

Record 3
ORCA calculation (the ωB97M-V functional and the def2-TZVPD basis) on the molecule C21H17ClF3NO5S at a distorted geometry.

Output
HOMO level   -8.456 eV
Charge   0
DFT total energy   -65288.760 eV
Multiplicity   1
M   487.9 g mol⁻¹
Frontier orbital gap   8.484 eV

Atoms and positions in Å:
C -4.840 -1.709 1.197
C -3.721 -1.056 0.420
N -4.029 0.042 -0.385
C -3.045 0.455 -1.138
C -3.150 1.432 -2.258
C -1.963 2.056 -2.788
C -2.078 3.174 -3.663
C -3.341 3.544 -4.185
Cl -3.515 4.970 -5.262
C -4.444 2.945 -3.712
C -4.394 1.895 -2.725
S -1.530 -0.357 -0.718
C -2.388 -1.422 0.413
C -1.680 -2.558 1.158
C -0.256 -2.227 1.433
O 0.604 -2.590 0.388
C 1.726 -1.797 0.134
C 2.552 -1.323 1.093
C 3.480 -0.277 0.924
C 4.117 0.401 2.039
O 5.254 1.138 1.538
C 4.605 -0.408 3.294
O 3.780 -0.826 4.131
O 5.919 -0.557 3.484
C 3.265 1.493 2.760
F 2.919 2.384 1.712
F 4.064 2.099 3.739
F 2.075 0.980 3.113
C 3.881 -0.044 -0.458
C 3.163 -0.723 -1.529
C 1.980 -1.449 -1.200
O 1.042 -1.881 -2.166
H -5.006 -1.318 2.272
H -5.728 -1.742 0.489
H -4.604 -2.727 1.459
H -0.923 1.886 -2.544
H -1.239 3.756 -3.829
H -5.381 3.251 -4.169
H -5.385 1.464 -2.441
H -2.252 -2.761 2.057
H -1.697 -3.464 0.491
H 0.112 -2.850 2.269
H -0.191 -1.302 1.891
H 2.399 -1.581 2.122
H 4.938 2.003 1.324
H 6.315 -0.011 2.783
H 4.736 0.622 -0.769
H 3.376 -0.629 -2.602
H 0.481 -2.402 -1.583

Atomic partial charges in e from the Mulliken method, atoms 1 to 4: number 1, C, carries -1.24; number 2, C, carries 0.09; number 3, N, carries -0.56; number 4, C, carries 0.48

Record 4
ORCA calculation (the ωB97M-V functional and the def2-TZVPD basis) on a structure of composition C21H17Co2NO6S2 at a distorted geometry.

Output
HOMO level   -1.373 eV
Charge   -2
DFT total energy   -132749.558 eV
Relative energy (zero: lowest compared OMol25 entry of this formula, charge and spin)   0.108 eV
Multiplicity   1
M   561.4 g mol⁻¹
Frontier orbital gap   5.564 eV

Atoms and positions in Å:
C 3.731 0.285 -1.688
C 2.430 1.072 -1.877
C 1.795 1.369 -0.509
N 1.595 0.122 0.273
C 0.412 -0.173 0.910
S -0.860 0.914 0.885
S 0.232 -1.643 1.694
C 2.831 -0.675 0.444
C 3.452 -1.016 -0.915
H 4.230 0.087 -2.641
H 4.444 0.894 -1.121
H 2.585 1.998 -2.444
H 1.732 0.470 -2.470
H 2.435 2.026 0.090
H 0.831 1.880 -0.621
H 3.525 -0.083 1.047
H 2.614 -1.577 1.014
H 2.737 -1.623 -1.487
H 4.355 -1.639 -0.810
O -3.941 3.094 5.711
C -4.129 3.743 4.797
Co -4.379 4.812 3.314
C -5.441 6.216 3.731
O -6.090 7.123 3.947
C -2.847 5.415 2.601
O -1.899 5.799 2.099
C -5.494 4.517 1.564
C -4.863 5.500 0.613
C -5.213 6.851 0.703
C -4.596 7.806 -0.094
C -3.638 7.418 -1.005
C -3.318 6.085 -1.132
C -3.929 5.137 -0.341
C -4.875 3.287 2.119
C -4.027 2.455 1.269
Co -6.964 3.233 2.196
C -7.470 2.246 0.752
O -7.774 1.633 -0.161
C -8.047 4.679 2.352
O -8.713 5.598 2.439
C -7.036 2.373 3.818
O -7.078 1.847 4.826
H -5.974 7.143 1.405
H -4.837 8.856 0.004
H -3.170 8.154 -1.640
H -2.581 5.785 -1.866
H -3.718 4.099 -0.494
H -4.220 1.406 1.194
H -3.033 2.791 1.035

Atomic partial charges in e from the Mulliken method, atoms 1 to 4: number 1, C, carries -0.67; number 2, C, carries -0.52; number 3, C, carries -0.75; number 4, N, carries 0.15

Record 5
ORCA calculation (the ωB97M-V functional and the def2-TZVPD basis) on the molecule C21H17F3O at a distorted geometry.

Output
HOMO level   -8.322 eV
Charge   0
DFT total energy   -32252.665 eV
Relative energy (zero: lowest compared OMol25 entry of this formula, charge and spin)   0.000 eV
Multiplicity   1
M   342.4 g mol⁻¹
Frontier orbital gap   8.864 eV

Atoms and positions in Å:
C -5.811 -1.753 0.615
C -4.338 -1.429 0.599
C -3.376 -2.439 0.532
C -2.019 -2.155 0.468
C -1.560 -0.822 0.479
O -0.199 -0.660 0.342
C 0.494 0.561 0.233
C 0.161 1.144 -1.108
C -0.926 2.022 -1.142
C -1.571 2.282 -2.350
C -1.047 1.751 -3.534
C 0.179 1.085 -3.511
C 0.830 0.845 -2.293
C 1.957 0.307 0.578
C 2.435 0.869 1.770
C 3.752 0.666 2.196
C 4.622 -0.072 1.405
C 6.002 -0.417 1.921
F 6.497 -1.562 1.369
F 6.009 -0.609 3.272
F 6.933 0.552 1.674
C 4.208 -0.501 0.153
C 2.866 -0.373 -0.222
C -2.506 0.201 0.644
C -3.871 -0.114 0.652
H -6.418 -0.836 0.616
H -6.106 -2.352 -0.261
H -6.083 -2.338 1.506
H -3.704 -3.474 0.510
H -1.287 -2.957 0.392
H 0.134 1.266 0.993
H -1.236 2.494 -0.208
H -2.468 2.905 -2.349
H -1.579 1.894 -4.479
H 0.659 0.771 -4.440
H 1.857 0.496 -2.268
H 1.767 1.487 2.362
H 4.093 1.080 3.138
H 4.924 -0.949 -0.529
H 2.555 -0.801 -1.178
H -2.223 1.248 0.760
H -4.611 0.688 0.695

Atomic partial charges in e from the Mulliken method, atoms 1 to 4: number 1, C, carries -1.37; number 2, C, carries 0.72; number 3, C, carries -0.46; number 4, C, carries -0.67